No. 1
C18H16F6MgN3O10S3 | the ωB97M-V functional and the def2-TZVPD basis

Each line ends with the Mulliken spin population.
CARTESIAN COORDINATES (ANGSTROEM)
Mg (-0.19131, 0.54385, -0.05104)  -0.0369
O (4.02095, 1.20605, -1.02699)  0.0216
C (2.74431, 0.73304, -0.77003)  0.1299
O (1.77102, 1.31213, -1.28084)  0.1471
C (2.65161, -0.39719, 0.07583)  0.2036
C (3.74060, -1.09578, 0.66166)  0.1016
C (3.48530, -2.21129, 1.40858)  -0.0164
C (2.15534, -2.67840, 1.56615)  0.2474
C (1.13841, -1.93452, 0.99624)  -0.0610
N (1.34762, -0.81567, 0.30669)  0.2101
C (-0.32554, -2.39617, 1.05471)  -0.0180
O (-0.54499, -3.53128, 1.47025)  -0.0015
O (-1.18419, -1.56725, 0.58489)  -0.0007
H (3.84719, 1.96624, -1.59868)  0.0000
H (4.74868, -0.73567, 0.50043)  0.0230
H (4.30721, -2.75416, 1.86508)  0.0088
H (1.90533, -3.57831, 2.10756)  0.0144
O (-0.67771, -0.04945, -1.88758)  0.0034
N (-1.08766, 0.73391, -2.84851)  0.0089
C (-1.33240, 0.13634, -4.03689)  -0.0012
C (-1.71970, 0.83523, -5.14609)  0.0001
C (-1.87558, 2.21943, -5.02922)  0.0002
C (-1.65933, 2.81294, -3.81396)  -0.0009
C (-1.27215, 2.09075, -2.65982)  -0.0018
S (-1.05157, 2.81936, -1.13667)  -0.0023
H (-1.18207, -0.93155, -4.00871)  0.0001
H (-1.89411, 0.30681, -6.07257)  0.0000
H (-2.16603, 2.81762, -5.88487)  0.0000
H (-1.78173, 3.87924, -3.68119)  0.0000
F (-3.99263, 2.34173, 1.15451)  0.0001
C (-3.25401, 1.82658, 2.14169)  0.0004
F (-2.35657, 2.75957, 2.49405)  0.0001
F (-4.07869, 1.64286, 3.18011)  0.0000
S (-2.37479, 0.22319, 1.53299)  -0.0007
O (-0.99815, 0.63174, 1.88892)  -0.0084
O (-2.78324, 0.34034, 0.15613)  0.0004
N (-3.15180, -0.83673, 2.41775)  0.0002
S (-3.06176, -0.93242, 3.98544)  0.0004
O (-4.35474, -1.30297, 4.49418)  0.0000
O (-2.32736, 0.12426, 4.63802)  0.0001
C (-2.04335, -2.40914, 4.35418)  0.0019
F (-0.75995, -2.18959, 4.09776)  0.0019
F (-2.15299, -2.65328, 5.67850)  0.0002
F (-2.46183, -3.48496, 3.70786)  0.0001
C (2.13760, 3.89590, 2.49502)  0.0040
C (1.63911, 2.86108, 3.50575)  -0.0047
C (1.67115, 1.59837, 2.66561)  -0.0181
O (1.21867, 2.02640, 1.37785)  0.0246
C (1.50126, 3.41324, 1.18861)  -0.0002
H (3.22814, 3.85655, 2.42752)  0.0003
H (1.84434, 4.91912, 2.73627)  0.0001
H (0.60649, 3.07367, 3.79400)  0.0005
H (2.25504, 2.78939, 4.40331)  -0.0001
H (1.00745, 0.81341, 3.01713)  0.0006
H (2.68847, 1.19960, 2.57861)  0.0211
H (0.56228, 3.92801, 0.97785)  -0.0018
H (2.15009, 3.53024, 0.31924)  -0.0024

Cartesian forces (eV/Å) of the 6 atoms listed first:
0.548 -0.153 -0.544
0.011 0.152 -0.087
-0.054 -0.437 0.248
0.196 0.185 -0.012
-0.229 0.036 -0.068
-0.006 0.032 -0.022

Results
energy above the lowest of the compared OMol25 structures with the same formula, charge and spin	0.4663	eV
net charge	-2
F_max	2.8	eV/A
multiplicity	2

No. 2
C18H16N2O3S2 | the ωB97M-V functional and the def2-TZVPD basis

Each line ends with the natural charge from an NBO analysis.
CARTESIAN COORDINATES (ANGSTROEM)
C (-7.77598, -0.45891, -1.59005)  -0.2510
O (-6.94229, 0.34753, -0.79596)  -0.4788
C (-5.65578, -0.04052, -0.60398)  0.2636
C (-5.07737, -1.18518, -1.12732)  -0.2997
C (-3.75170, -1.49627, -0.86858)  -0.1908
C (-2.97483, -0.66237, -0.07712)  -0.0936
C (-1.57056, -0.93776, 0.21970)  0.1529
C (-0.96469, -2.19480, 0.00967)  -0.1759
C (0.36568, -2.32893, 0.31253)  -0.2183
C (1.01887, -1.19115, 0.80941)  0.0133
S (2.72182, -1.28891, 1.22058)  0.2602
C (3.12267, 0.46864, 1.50542)  -0.6289
C (3.72293, 1.06247, 0.24430)  0.5369
O (3.14013, 1.90735, -0.39864)  -0.5204
C (5.02370, 0.54442, -0.14666)  -0.3439
C (5.82599, -0.40525, 0.44003)  -0.1901
C (7.02181, -0.61396, -0.26221)  -0.2743
C (7.11891, 0.17639, -1.37048)  -0.3886
S (5.75833, 1.18674, -1.58419)  0.5108
N (0.38758, -0.04968, 1.01327)  -0.2435
N (-0.86714, 0.07076, 0.72689)  -0.2023
C (-3.55135, 0.50220, 0.44636)  -0.2803
C (-4.86895, 0.82254, 0.19752)  0.3355
O (-5.50651, 1.92772, 0.66607)  -0.4951
C (-4.76768, 2.83850, 1.44391)  -0.2528
H (-8.74244, 0.04232, -1.60314)  0.2020
H (-7.89445, -1.46056, -1.16339)  0.1750
H (-7.39897, -0.54315, -2.61478)  0.1756
H (-5.65402, -1.85057, -1.74996)  0.2200
H (-3.33738, -2.38706, -1.31373)  0.2044
H (-1.53171, -3.03416, -0.36052)  0.2213
H (0.90216, -3.25697, 0.18860)  0.2284
H (2.18169, 0.96567, 1.74300)  0.2952
H (3.82136, 0.50398, 2.33932)  0.2398
H (5.56191, -0.94212, 1.33316)  0.2235
H (7.77749, -1.31766, 0.03734)  0.2271
H (7.92408, 0.21661, -2.07767)  0.2377
H (-2.92128, 1.13635, 1.04652)  0.2483
H (-4.40758, 2.37735, 2.36922)  0.1767
H (-3.91700, 3.24466, 0.88793)  0.1806
H (-5.45959, 3.64331, 1.68700)  0.1995

Cartesian forces (eV/Å) of the 6 atoms listed first:
-0.126 -0.154 -0.140
0.328 0.154 0.206
0.022 0.096 0.056
-0.378 0.140 -0.020
0.371 0.172 0.235
-0.670 0.019 -0.218

Results
energy above the lowest of the compared OMol25 structures with the same formula, charge and spin	1.0802	eV
F_max	1.3	eV/A

No. 3
C18H17AsCl3NO2PdS | the ωB97M-V functional and the def2-TZVPD basis

Each line ends with the Mulliken spin population.
CARTESIAN COORDINATES (ANGSTROEM)
Pd (-0.25657, -0.62023, 0.53207)  0.8245
O (0.19177, -0.12604, 3.25901)  0.0447
C (-0.83365, -0.59618, 2.74274)  -0.0460
O (-1.70418, 0.06071, 2.03726)  0.1446
C (-1.21297, -2.03169, 3.06820)  0.1023
C (-1.31860, -2.39168, 4.40613)  -0.0518
C (-1.73949, -3.66332, 4.77127)  0.0989
C (-2.05738, -4.60439, 3.79574)  -0.0459
C (-1.93796, -4.27342, 2.46058)  0.0642
C (-1.50668, -2.99128, 2.07605)  -0.0149
S (-1.32777, -2.67482, 0.36853)  0.7694
H (-1.05921, -1.65727, 5.15875)  -0.0003
H (-1.82177, -3.92080, 5.82060)  0.0056
H (-2.38875, -5.59624, 4.07893)  -0.0022
H (-2.16808, -4.99876, 1.68868)  -0.0047
Cl (-4.28161, 0.58684, -0.08446)  0.0009
C (-3.31098, 2.00718, -0.46022)  -0.0003
Cl (-3.29875, 3.12794, 0.89176)  0.0005
Cl (-3.94102, 2.79687, -1.90969)  0.0006
C (-1.92399, 1.58100, -0.73796)  0.0088
N (-0.85467, 1.22387, -0.93013)  -0.0018
C (3.13275, -1.77992, -0.68597)  -0.0016
As (2.17997, -0.63367, 0.55981)  0.0797
C (3.09070, -1.11712, 2.18702)  0.0103
C (2.92955, 1.11941, 0.08492)  0.0107
C (4.36009, 1.29659, 0.49157)  -0.0046
C (4.68353, 1.73570, 1.77605)  0.0035
C (6.00722, 1.87126, 2.16790)  -0.0025
C (7.03434, 1.56928, 1.27985)  0.0036
C (6.72469, 1.13876, -0.00334)  -0.0019
C (5.39647, 1.00568, -0.39341)  0.0050
H (4.20812, -1.62379, -0.60626)  0.0018
H (2.80405, -1.57180, -1.70239)  -0.0014
H (2.89682, -2.81349, -0.44899)  0.0000
H (4.16419, -1.01171, 2.05548)  0.0001
H (2.83797, -2.14936, 2.41388)  -0.0014
H (2.73056, -0.49152, 2.99663)  -0.0022
H (2.28550, 1.85860, 0.55440)  0.0070
H (2.80417, 1.19949, -0.99098)  -0.0033
H (3.88488, 1.97416, 2.47207)  -0.0004
H (6.24003, 2.21571, 3.16904)  -0.0001
H (8.06943, 1.67475, 1.58548)  0.0003
H (7.51820, 0.91118, -0.70633)  0.0000
H (5.16175, 0.68072, -1.40257)  0.0004

Cartesian forces (eV/Å) of the 6 atoms listed first:
-0.385 -0.269 -0.610
-0.326 -0.152 -0.037
-0.127 0.464 0.856
0.373 -0.413 -0.097
-0.079 -0.056 -0.087
0.013 -0.046 -0.036

Results
energy above the lowest of the compared OMol25 structures with the same formula, charge and spin	0.6458	eV
F_max	1.0	eV/A
multiplicity	3

No. 4
C18H17BrIrN3O11Se | the ωB97M-V functional and the def2-TZVPD basis

Each line ends with the natural charge from an NBO analysis.
CARTESIAN COORDINATES (ANGSTROEM)
Ir (0.26257, 0.21501, -0.27129)  1.3394
O (0.32677, -0.65552, 3.70031)  -0.6585
C (0.66430, -0.49185, 2.53878)  0.7988
O (-0.07972, -0.76417, 1.51206)  -0.7299
C (2.13012, -0.10730, 2.25081)  -0.3523
C (2.67839, -0.94585, 1.09600)  0.0922
C (4.20552, -0.89552, 1.03568)  -0.4303
C (4.45609, 0.52007, 0.45662)  -0.4176
C (3.04263, 1.07030, 0.35230)  0.0578
O (2.31648, -0.14203, -0.05617)  -0.5101
C (2.43437, 1.33909, 1.73572)  -0.3522
C (1.24591, 2.30158, 1.59989)  0.8037
O (1.25602, 3.33569, 2.25390)  -0.6737
O (0.34306, 1.98760, 0.73789)  -0.6990
H (2.66860, -0.30442, 3.17623)  0.2261
H (2.23596, -1.93382, 0.99211)  0.2148
H (4.59034, -1.67190, 0.37402)  0.2081
H (4.63744, -1.04280, 2.02642)  0.2018
H (4.89512, 0.47714, -0.53895)  0.2310
H (5.08106, 1.14479, 1.09460)  0.2027
H (2.88983, 1.82140, -0.41755)  0.3096
H (3.15844, 1.82732, 2.38512)  0.2253
Br (-0.30553, -5.49048, -0.00421)  0.0211
C (0.07082, -3.96573, -1.07399)  -0.1232
C (0.49310, -4.11879, -2.38106)  -0.2067
C (0.73240, -2.97043, -3.10674)  -0.2645
C (0.55603, -1.72645, -2.51985)  0.1640
N (0.18154, -1.60601, -1.24063)  -0.3979
C (-0.07261, -2.70986, -0.52300)  0.0065
H (0.62739, -5.10447, -2.80683)  0.2148
H (1.06694, -3.00654, -4.13414)  0.2263
H (0.73346, -0.82022, -3.08653)  0.2883
H (-0.39884, -2.54902, 0.49607)  0.2674
C (-2.44574, 2.01079, -3.91597)  -0.4182
N (-2.59244, 1.80793, -2.48380)  -0.4515
C (-2.90602, 2.86937, -1.68100)  0.0684
C (-2.88382, 2.77545, -0.34848)  -0.3853
C (-2.36218, 1.55745, 0.27424)  0.6490
O (-2.45217, 1.35600, 1.47089)  -0.6069
N (-1.75237, 0.63744, -0.59102)  -0.6673
C (-2.05849, 0.63464, -1.93213)  0.8250
O (-1.88620, -0.33194, -2.66595)  -0.6893
H (-3.27662, 2.61868, -4.28137)  0.1664
H (-2.45841, 1.04184, -4.40404)  0.2335
H (-1.49455, 2.50649, -4.13228)  0.2487
H (-3.20056, 3.77067, -2.20480)  0.1885
H (-3.17340, 3.59088, 0.29542)  0.2160
O (1.81424, 0.56414, -4.16479)  -1.1286
Se (1.58419, 1.81666, -3.13946)  2.7925
O (2.95774, 2.17602, -2.33935)  -1.1240
O (0.40502, 1.31388, -2.02025)  -1.1025
O (0.91408, 3.08782, -3.88644)  -1.0979

Cartesian forces (eV/Å) of the 6 atoms listed first:
-0.741 -0.022 -0.182
-0.011 -0.062 -0.026
0.088 -0.112 0.066
0.059 0.250 0.005
-0.052 0.028 -0.013
0.013 -0.060 0.014

Results
energy above the lowest of the compared OMol25 structures with the same formula, charge and spin	0.4528	eV
net charge	-2
F_max	0.8	eV/A

No. 5
C18H17Cl3N2O4SiW | the ωB97M-V functional and the def2-TZVPD basis

Each line ends with the natural charge from an NBO analysis.
CARTESIAN COORDINATES (ANGSTROEM)
W (-0.82952, -0.26155, -0.14071)  1.7104
O (0.27060, 0.01879, -1.58468)  -0.6613
C (0.11148, 0.06726, -2.90471)  0.3999
C (1.22403, -0.06208, -3.69841)  -0.2736
C (1.06374, -0.15987, -5.06561)  -0.0990
C (-0.18834, -0.00520, -5.66419)  -0.2191
C (-1.27416, 0.29649, -4.93188)  -0.1098
C (-1.14104, 0.32454, -3.48310)  -0.2140
C (-2.24963, 0.76774, -2.66479)  0.2079
N (-2.23643, 0.77333, -1.36582)  -0.5191
C (-2.88073, 1.87545, -0.58117)  -0.2306
C (-1.66700, 2.64800, -0.01182)  -0.2492
N (-0.86938, 1.66545, 0.78334)  -0.5067
C (-0.65200, 1.92771, 2.03713)  0.2317
C (-0.17971, 0.92301, 2.90796)  -0.2624
C (0.62429, 1.24925, 4.01018)  -0.1201
C (1.10372, 0.32041, 4.90646)  -0.2178
C (0.71375, -1.00733, 4.73693)  -0.1256
C (-0.06080, -1.38948, 3.64081)  -0.3023
C (-0.52818, -0.42191, 2.72449)  0.4095
O (-1.20633, -0.73972, 1.59417)  -0.6635
H (2.16734, -0.21799, -3.24822)  0.2374
H (1.91804, -0.46673, -5.67670)  0.2473
H (-0.27844, -0.12880, -6.71924)  0.2477
H (-2.22824, 0.48062, -5.42629)  0.2441
H (-3.04479, 1.29109, -3.15641)  0.2182
H (-3.41842, 1.39686, 0.28464)  0.2203
H (-3.61379, 2.39449, -1.18798)  0.2488
H (-2.01001, 3.49358, 0.62134)  0.2343
H (-1.08884, 3.12153, -0.80266)  0.2339
H (-0.90521, 2.94596, 2.41890)  0.2310
H (0.90890, 2.26584, 4.17702)  0.2357
H (1.69939, 0.70735, 5.74034)  0.2585
H (1.02713, -1.76835, 5.46201)  0.2535
H (-0.37738, -2.41800, 3.57901)  0.2526
Cl (0.25688, -4.82349, 1.06346)  -0.2330
Si (0.93848, -3.26896, -0.01631)  1.5619
Cl (1.84864, -3.62582, -1.75444)  -0.2604
Cl (-1.07600, -2.57245, -0.74945)  -0.2112
C (2.89944, -0.59468, 1.78774)  -0.7432
C (2.25695, -1.71424, 1.10377)  0.8640
O (2.63355, -2.88571, 1.06118)  -0.5650
O (1.10219, -1.52726, 0.41887)  -0.8165
H (3.52971, -0.91402, 2.66342)  0.2961
H (2.15664, 0.13782, 2.10801)  0.2621
H (3.54952, -0.11892, 1.00339)  0.2963

Cartesian forces (eV/Å) of the 6 atoms listed first:
-0.302 0.786 -0.842
0.642 0.373 0.233
-0.490 0.512 -0.941
-0.160 -0.511 -0.998
0.489 -0.502 -0.013
0.890 -0.158 -0.548

Results
energy above the lowest of the compared OMol25 structures with the same formula, charge and spin	0.0000	eV
net charge	+2
F_max	2.3	eV/A

No. 6
C18H17ClN4O4S | the ωB97M-V functional and the def2-TZVPD basis

Each line ends with the natural charge from an NBO analysis.
CARTESIAN COORDINATES (ANGSTROEM)
O (1.28862, -0.45644, -0.60366)  -0.6238
C (1.70504, 0.41984, 0.12176)  0.7010
N (1.67804, 1.74289, -0.20229)  -0.6360
C (1.11090, 2.35777, -1.31641)  0.2032
C (0.56458, 1.65829, -2.38920)  -0.2641
C (0.00486, 2.33585, -3.45691)  -0.1825
C (-0.01806, 3.71909, -3.48134)  -0.2229
C (0.52545, 4.43337, -2.42645)  -0.2186
C (1.08060, 3.75624, -1.35842)  -0.0767
Cl (1.75426, 4.67040, -0.03793)  -0.0089
C (2.28264, 0.18840, 1.51944)  -0.3092
C (1.28808, 0.69856, 2.57071)  -0.3973
C (-0.02973, -0.04291, 2.39162)  -0.2455
N (0.14206, -1.47686, 2.48831)  -0.6585
S (-1.30697, -2.27135, 2.24917)  2.3359
O (-1.07529, -3.67755, 2.30138)  -0.9124
O (-2.26098, -1.69591, 3.15168)  -0.9435
C (-1.79670, -1.74919, 0.59102)  -0.3562
C (-2.70989, -0.74254, 0.47580)  -0.1538
C (-3.03991, -0.14859, -0.76847)  -0.2077
C (-2.44628, -0.53902, -1.93196)  -0.1730
C (-1.50106, -1.57935, -1.85302)  0.0506
N (-0.75738, -2.16586, -2.77274)  -0.0679
O (-0.03294, -3.07509, -2.13584)  -0.0758
N (-0.25698, -3.11623, -0.83168)  -0.0677
C (-1.17234, -2.19651, -0.58561)  0.1230
C (1.24747, -2.10639, 1.77958)  -0.2577
C (2.53641, -1.28981, 1.82119)  -0.4005
H (2.06094, 2.40353, 0.46498)  0.4127
H (0.58877, 0.58217, -2.37986)  0.2604
H (-0.40983, 1.77173, -4.27773)  0.2183
H (-0.45228, 4.24697, -4.31569)  0.2198
H (0.51900, 5.51224, -2.43047)  0.2300
H (3.22556, 0.74109, 1.59774)  0.2277
H (1.10618, 1.77051, 2.47528)  0.2161
H (1.68943, 0.50339, 3.56575)  0.2203
H (-0.74461, 0.22589, 3.17232)  0.2389
H (-0.46509, 0.24547, 1.42032)  0.1818
H (-3.19190, -0.39944, 1.37853)  0.2532
H (-3.77349, 0.64299, -0.77641)  0.2278
H (-2.67046, -0.08459, -2.88260)  0.2347
H (1.39393, -3.07598, 2.25850)  0.2287
H (0.98624, -2.29503, 0.73569)  0.2330
H (3.22638, -1.71368, 1.09105)  0.2311
H (2.99246, -1.35981, 2.81033)  0.2119

Cartesian forces (eV/Å) of the 6 atoms listed first:
-0.038 -0.193 -0.152
0.359 0.160 0.332
0.157 0.523 0.159
-0.129 0.121 -0.184
-0.006 -0.177 -0.035
0.022 0.129 0.048

Results
energy above the lowest of the compared OMol25 structures with the same formula, charge and spin	1.6533	eV
F_max	1.8	eV/A

Q: Among the records above, which one has the lowest F_max?
A: C18H17BrIrN3O11Se

Q: Which formula does entry 1 have?
A: C18H16F6MgN3O10S3

Q: Which formula does entry 1 have?
A: C18H16F6MgN3O10S3